# 1
Density functional theory data (ωB97M-V/def2-TZVPD) for a molecular structure, C25H20BrF6N3O5PRb.

The geometry in XYZ format:
```
62
C25H20BrF6N3O5PRb | the Open Molecules 2025 dataset | ωB97M-V/def2-TZVPD
Rb 0.402 0.735 0.272
C -2.229 -4.143 0.807
C -1.928 -2.703 1.123
O -1.432 -1.968 0.286
N -2.217 -2.301 2.391
C -1.893 -0.970 2.886
C -0.601 -0.943 3.664
C -0.563 -0.822 5.042
C 0.672 -0.800 5.673
C 1.823 -0.910 4.912
C 1.691 -1.031 3.535
N 0.506 -1.043 2.922
H -2.654 -4.195 -0.193
H -2.909 -4.612 1.520
H -1.286 -4.690 0.806
H -2.537 -3.002 3.036
H -2.721 -0.590 3.484
H -1.782 -0.332 2.020
H -1.484 -0.719 5.604
H 0.734 -0.685 6.749
H 2.807 -0.885 5.364
H 2.560 -1.096 2.885
Br 0.333 2.830 -2.469
C 0.730 1.837 -4.013
C 1.129 2.482 -5.137
C 1.435 1.724 -6.300
C 1.344 0.366 -6.290
C 0.937 -0.322 -5.115
C 0.856 -1.744 -5.056
C 0.465 -2.385 -3.917
C 0.111 -1.654 -2.744
C 0.205 -0.320 -2.846
C 0.611 0.426 -3.963
H 1.220 3.561 -5.139
H 1.751 2.243 -7.198
H 1.587 -0.209 -7.178
H 1.127 -2.313 -5.939
H 0.428 -3.468 -3.891
H -0.207 -2.144 -1.829
O -0.955 2.230 2.466
C -1.958 2.193 1.712
O -2.052 1.637 0.584
C -3.223 2.857 2.236
C -3.183 3.639 3.385
C -4.339 4.223 3.883
C -5.522 3.993 3.215
C -5.604 3.223 2.074
C -4.434 2.661 1.582
N -6.776 4.608 3.752
O -7.817 4.371 3.174
O -6.686 5.313 4.736
H -2.229 3.769 3.881
H -4.334 4.839 4.771
H -6.560 3.072 1.594
H -4.433 2.064 0.678
F 2.303 -0.819 0.363
P 3.707 -0.436 -0.414
F 2.821 0.346 -1.530
F 3.579 -1.792 -1.260
F 5.063 -0.047 -1.172
F 3.751 0.933 0.445
F 4.523 -1.199 0.745
```

## Properties
Highest occupied orbital energy (spin up / spin down)   -6.336 / -6.208 eV
Spin multiplicity   2
LUMO (spin up / spin down)   1.75 / 1.75 eV
Total charge   -1
E_tot   -5044.08016 a.u.
M   752.8 g/mol
Frontier orbital gap (spin up / spin down)   8.086 / 7.958 eV


# 2
Density functional theory data (ωB97M-V/def2-TZVPD) for 9 unconnected molecules or ions with the total composition C36H64O13.

The geometry in XYZ format:
```
113
C36H64O13 | the Open Molecules 2025 dataset | ωB97M-V/def2-TZVPD
O 12.743 -5.556 -20.407
C 11.974 -6.233 -19.781
C 11.782 -7.744 -19.775
C 10.467 -7.909 -19.032
C 10.340 -6.591 -18.225
O 11.110 -5.655 -18.962
H 11.810 -8.102 -20.800
H 12.656 -8.143 -19.261
H 9.597 -7.906 -19.688
H 10.374 -8.731 -18.325
H 9.305 -6.261 -18.138
H 10.666 -6.669 -17.185
O 18.359 -4.629 -20.813
C 17.370 -4.792 -21.461
C 16.631 -6.106 -21.730
C 15.543 -5.697 -22.697
C 15.268 -4.274 -22.262
O 16.579 -3.791 -21.896
H 17.351 -6.839 -22.080
H 16.269 -6.311 -20.718
H 15.764 -5.835 -23.754
H 14.622 -6.260 -22.510
H 14.820 -3.633 -23.016
H 14.751 -4.202 -21.304
O 18.695 -1.246 -25.474
C 17.564 -1.259 -25.855
C 16.275 -1.078 -25.049
C 15.183 -1.610 -26.015
C 15.886 -1.474 -27.389
O 17.273 -1.523 -27.137
H 16.475 -1.649 -24.145
H 16.214 -0.002 -24.888
H 14.997 -2.630 -25.684
H 14.295 -0.990 -25.948
H 15.508 -2.245 -28.059
H 15.653 -0.522 -27.869
O 23.075 -3.804 -25.131
C 22.334 -3.562 -24.215
C 22.669 -3.408 -22.758
C 21.448 -2.635 -22.200
C 20.354 -3.074 -23.194
O 21.035 -3.320 -24.421
H 22.711 -4.432 -22.371
H 23.651 -2.978 -22.588
H 21.230 -2.708 -21.140
H 21.553 -1.570 -22.426
H 19.729 -3.875 -22.801
H 19.736 -2.203 -23.414
C 19.804 -8.213 -22.613
C 21.070 -8.982 -22.883
C 21.183 -9.954 -21.699
O 19.935 -9.928 -21.021
C 18.970 -9.153 -21.752
H 19.346 -7.898 -23.551
H 20.021 -7.327 -22.006
H 21.985 -8.390 -22.960
H 21.007 -9.400 -23.893
H 21.979 -9.512 -21.098
H 21.363 -10.976 -22.037
H 18.359 -8.566 -21.068
H 18.321 -9.772 -22.381
C 15.518 -4.395 -16.554
C 16.244 -3.594 -17.671
C 15.101 -3.231 -18.620
O 14.055 -2.930 -17.716
C 14.057 -3.922 -16.705
H 15.854 -4.115 -15.559
H 15.647 -5.451 -16.786
H 17.042 -4.178 -18.140
H 16.809 -2.789 -17.199
H 14.739 -4.051 -19.254
H 15.378 -2.404 -19.275
H 13.429 -4.801 -16.891
H 13.718 -3.334 -15.851
C 14.446 -10.835 -19.574
C 13.775 -10.477 -20.913
C 14.767 -9.331 -21.286
O 14.990 -8.595 -20.102
C 14.940 -9.497 -19.014
H 15.238 -11.556 -19.782
H 13.777 -11.365 -18.894
H 12.750 -10.151 -20.753
H 13.835 -11.195 -21.728
H 14.489 -8.660 -22.101
H 15.685 -9.814 -21.644
H 14.340 -9.097 -18.188
H 15.931 -9.593 -18.553
C 18.576 -6.321 -27.385
C 18.868 -5.672 -26.050
C 20.261 -6.178 -25.767
O 20.347 -7.468 -26.333
C 19.310 -7.683 -27.311
H 19.058 -5.794 -28.211
H 17.517 -6.484 -27.582
H 18.142 -5.770 -25.239
H 18.818 -4.601 -26.277
H 20.535 -6.188 -24.710
H 20.987 -5.512 -26.253
H 18.558 -8.392 -26.942
H 19.706 -8.131 -28.219
C 11.445 -2.585 -23.058
C 10.611 -3.873 -23.079
C 11.423 -4.739 -24.095
O 12.493 -3.887 -24.466
C 12.064 -2.518 -24.448
H 12.190 -2.587 -22.266
H 10.894 -1.641 -22.903
H 9.603 -3.680 -23.444
H 10.613 -4.228 -22.051
H 10.823 -4.994 -24.970
H 11.822 -5.628 -23.614
H 11.375 -2.240 -25.255
H 12.958 -1.910 -24.548
```

## Properties
Highest occupied orbital energy   -9.068 eV
Spin multiplicity   1
LUMO   0.28 eV
Total charge   0
SMILES   O=C1CCCO1.O=C1CCCO1.O=C1CCCO1.O=C1CCCO1.C1CCOC1.C1CCOC1.C1CCOC1.C1CCOC1.C1CCOC1
E_tot   -2388.14094 a.u.
M   704.9 g/mol
Frontier orbital gap   9.344 eV


# 3
Density functional theory data (ωB97M-V/def2-TZVPD) for a molecular structure, C2H5N3O2.

The geometry in XYZ format:
```
12
C2H5N3O2 | the Open Molecules 2025 dataset | ωB97M-V/def2-TZVPD
N 0.293 -1.027 0.250
C 0.775 0.312 0.213
N 0.744 -1.847 -0.675
C -0.338 1.222 0.697
O -1.383 -0.426 0.107
N -0.527 2.424 0.223
O 1.733 0.686 -0.430
H -1.843 -0.775 0.889
H 0.185 -2.688 -0.777
H 1.095 -1.397 -1.523
H -0.115 2.497 -0.713
H -0.619 1.019 1.738
```

## Properties
Highest occupied orbital energy (spin up / spin down)   -9.734 / -9.734 eV
Spin multiplicity   1
LUMO (spin up / spin down)   -0.67 / -0.67 eV
Total charge   0
E_tot   -393.79885 a.u.
M   103.1 g/mol
Frontier orbital gap (spin up / spin down)   9.064 / 9.065 eV


# 4
Density functional theory data (ωB97M-V/def2-TZVPD) for C4H4N4O in the gas phase.

The geometry in XYZ format:
```
13
C4H4N4O | the Open Molecules 2025 dataset | ωB97M-V/def2-TZVPD
H -1.854 -1.845 1.774
N -1.474 -0.972 1.376
N -0.309 -1.101 1.044
C 0.220 0.209 0.315
O -0.662 1.269 0.506
C 1.486 0.401 1.079
N 2.363 0.465 1.774
C 0.331 -0.279 -1.179
C 0.387 0.907 -1.983
N 0.527 1.909 -2.507
H -1.536 0.827 0.434
H 1.165 -0.991 -1.304
H -0.643 -0.799 -1.328
```

## Properties
Highest occupied orbital energy   -10.584 eV
Spin multiplicity   1
LUMO   -0.26 eV
Total charge   0
SMILES   [H]/N=N/[C@@](O)(C#N)CC#N
E_tot   -448.99621 a.u.
M   124.1 g/mol
Frontier orbital gap   10.324 eV


# 5
Density functional theory data (ωB97M-V/def2-TZVPD) for C4H9NO2 in the gas phase.

The geometry in XYZ format:
```
16
C4H9NO2 | the Open Molecules 2025 dataset | ωB97M-V/def2-TZVPD
C 1.313 1.003 -0.993
N -0.074 0.630 -0.726
O -0.716 1.745 -0.100
C -0.190 -0.486 0.206
C -1.206 -1.539 -0.150
C 0.215 -0.239 1.584
O 1.040 -0.989 0.692
H 1.979 0.927 -0.125
H 1.699 0.344 -1.776
H 1.292 2.034 -1.344
H -1.336 2.042 -0.782
H -2.225 -1.146 -0.082
H -1.101 -2.379 0.543
H -1.038 -1.899 -1.170
H 0.559 0.768 1.823
H -0.212 -0.817 2.400
```

## Properties
Highest occupied orbital energy   -9.224 eV
Spin multiplicity   1
LUMO   0.93 eV
Total charge   0
SMILES   CN(O)[C@]1(C)CO1
E_tot   -362.94032 a.u.
M   103.1 g/mol
Frontier orbital gap   10.152 eV


# 6
Density functional theory data (ωB97M-V/def2-TZVPD) for a molecular structure, C24H37GeN6O2Si3Ti.

The geometry in XYZ format:
```
74
C24H37GeN6O2Si3Ti | the Open Molecules 2025 dataset | ωB97M-V/def2-TZVPD
Ti -0.325 0.953 -0.246
O 3.950 1.123 -1.906
C 4.250 2.288 -1.276
C 5.560 2.738 -1.181
C 5.842 3.953 -0.579
C 4.818 4.739 -0.072
C 3.513 4.293 -0.166
C 3.209 3.063 -0.752
C 1.807 2.622 -0.776
O 1.525 1.368 -0.584
N 0.876 3.541 -0.954
N -0.330 2.924 -0.835
C -1.416 3.596 -0.916
C -2.623 2.806 -0.701
C -3.889 3.369 -0.632
C -4.970 2.543 -0.360
C -4.745 1.189 -0.171
C -3.450 0.702 -0.255
N -2.401 1.484 -0.509
H 4.765 0.712 -2.212
H 6.360 2.131 -1.590
H 6.869 4.285 -0.510
H 5.036 5.687 0.399
H 2.699 4.883 0.229
H -1.427 4.663 -1.109
H -4.010 4.433 -0.779
H -5.969 2.950 -0.291
H -5.553 0.507 0.050
H -3.225 -0.344 -0.104
C -3.875 -2.292 1.548
Si -2.029 -2.686 1.750
C -1.878 -4.572 1.694
C -1.487 -2.070 3.448
Ge -0.614 -1.627 0.170
Si 1.660 -2.179 0.668
C 1.780 -3.935 1.364
C 2.371 -1.000 1.962
C 2.734 -2.071 -0.882
Si -0.948 -1.822 -2.149
C -2.747 -1.619 -2.724
C -0.021 -0.319 -2.878
C -0.321 -3.399 -2.986
H -4.441 -2.919 2.240
H -4.245 -2.505 0.543
H -4.103 -1.253 1.793
H -2.683 -5.043 2.262
H -0.930 -4.905 2.120
H -1.926 -4.946 0.670
H -2.019 -2.586 4.249
H -1.667 -0.997 3.550
H -0.418 -2.235 3.600
H 1.289 -4.007 2.336
H 2.825 -4.220 1.501
H 1.314 -4.665 0.700
H 1.905 -1.148 2.938
H 2.234 0.045 1.683
H 3.443 -1.180 2.076
H 2.337 -2.672 -1.704
H 3.741 -2.436 -0.661
H 2.815 -1.038 -1.215
H -3.118 -0.598 -2.620
H -3.430 -2.284 -2.193
H -2.803 -1.874 -3.786
H -0.214 0.663 -2.396
H -0.346 -0.154 -3.909
H 1.062 -0.451 -2.866
H -1.043 -4.198 -2.805
H 0.636 -3.728 -2.580
H -0.214 -3.287 -4.067
N -0.659 4.915 4.404
C -0.287 3.895 4.006
N 0.180 2.724 3.632
C -0.163 2.087 2.606
N -0.443 1.390 1.696
```

## Properties
Highest occupied orbital energy (spin up / spin down)   -7.224 / -7.165 eV
Spin multiplicity   2
LUMO (spin up / spin down)   -1.30 / -1.48 eV
Total charge   0
E_tot   -5210.74199 a.u.
M   646.3 g/mol
Frontier orbital gap (spin up / spin down)   5.925 / 5.681 eV